Density functional theory data (ωB97M-V with the def2-TZVPD basis set) for C4H6N2O4 in the gas phase.

Element x y z (Å)
1 O 0.21 -1.84 -0.23
2 C 0.24 -0.62 -0.25
3 N -0.78 0.15 -0.69
4 C -0.70 1.59 -0.80
5 C -1.88 2.29 -0.15
6 O -2.64 2.99 -0.79
7 N -2.17 2.04 1.18
8 C -1.38 1.39 2.12
9 O -0.19 1.22 2.02
10 H 1.09 -0.05 0.15
11 H 0.22 1.94 -0.33
12 H -0.71 1.91 -1.85
13 H -3.10 2.36 1.46
14 O -2.07 0.82 3.12
15 H -1.66 -0.33 -0.89
16 H -3.02 1.01 3.13

- HOMO level: -0.3680 hartree
- Relative energy (zero: lowest compared OMol25 entry of this formula, charge and spin): 0.000 eV
- Largest force on an atom: 1.5 eV Å⁻¹
- Structure (SMILES): O=CNCC(=O)NC(=O)O
- Energy: -566.539002 Eh
- Molecular weight: 146.10 u
- Gap between HOMO and LUMO: 10.0 eV

Want to see where the charge sits? The natural (NBO) charges in e are: atom 1 (O): -0.6010, atom 2 (C): 0.5349, atom 3 (N): -0.6225, atom 4 (C): -0.3183, atom 5 (C): 0.6819, atom 6 (O): -0.5528, atom 7 (N): -0.6877, atom 8 (C): 0.9016, atom 9 (O): -0.5850, atom 10 (H): 0.1254, atom 11 (H): 0.2507, atom 12 (H): 0.2254, atom 13 (H): 0.4129, atom 14 (O): -0.6601, atom 15 (H): 0.4079, atom 16 (H): 0.4867